i | C4H13N2S2 | ωB97M-V with the def2-TZVPD basis set

## Properties
Total charge ... +1
2S+1 ... 1
Gap between HOMO and LUMO ... 8.477 eV
M ... 153.30 g/mol

Each line ends with the Mulliken charge.
Geometry (Å):
C1 0.92225 1.97672 1.32559  -0.833
N1 1.07096 0.39802 -1.99181  -0.360
C2 1.32383 0.76202 -0.74574  -0.033
N2 0.75216 1.74355 -0.11316  -0.092
H1 1.56114 2.83501 1.50761  0.336
H2 1.29312 1.08867 1.83458  0.336
H3 -0.06597 2.10986 1.76488  0.304
H4 0.16443 0.68243 -2.34287  0.284
H5 1.30259 -0.55519 -2.22237  0.288
H6 2.03771 0.18867 -0.16709  0.432
H7 0.10327 2.35417 -0.59039  0.272
C3 0.32292 -3.08972 -0.08066  -0.799
S1 -0.22510 -1.65222 0.88141  -0.024
S2 -1.51201 -0.88013 -0.56704  -0.073
C4 -2.42980 0.34442 0.41272  -0.738
H8 -0.54451 -3.70092 -0.33911  0.328
H9 0.81912 -2.76796 -0.99233  0.206
H10 0.96116 -3.65725 0.59663  0.346
H11 -1.90329 1.29132 0.53601  0.145
H12 -3.34998 0.54306 -0.13353  0.346
H13 -2.60400 -0.01453 1.42667  0.327

=====

ii | C4H13N2S2 | ωB97M-V with the def2-TZVPD basis set

## Properties
Total charge ... +1
SMILES string ... CNC[C@H]([NH3+])CSS
2S+1 ... 1
Gap between HOMO and LUMO ... 9.747 eV
M ... 153.30 g/mol

Each line ends with the Mulliken charge.
Geometry (Å):
S1 -0.31209 4.06113 1.63979  -0.162
S2 0.04693 2.21478 2.17896  -0.009
C1 -0.79938 1.17546 0.92863  -1.202
C2 0.08593 0.67999 -0.22899  0.238
C3 -0.55473 -0.40792 -1.18896  -0.621
N1 0.23756 -1.60721 -1.21198  -0.476
C4 -0.29482 -2.69067 -0.39862  -0.811
N2 1.34070 0.08547 0.39959  -0.221
H1 0.54943 4.47568 0.72242  0.152
H2 -1.12069 0.24244 1.42143  0.389
H3 -1.69110 1.72425 0.65532  0.487
H4 0.44657 1.54370 -0.78667  0.355
H5 -0.47504 0.13625 -2.12704  0.401
H6 -1.59334 -0.58855 -0.90179  0.347
H7 0.38389 -1.91523 -2.16584  0.275
H8 -0.24041 -2.35283 0.64969  0.224
H9 -1.31336 -2.98384 -0.67897  0.358
H10 0.29654 -3.60621 -0.40157  0.323
H11 1.54823 0.24538 1.39257  0.345
H12 2.14606 0.48358 -0.07110  0.344
H13 1.31312 -0.91565 0.17314  0.265

=====

Which of them is most stable? Easy: i.

=====

i | C5H10NOS | ωB97M-V with the def2-TZVPD basis set

## Properties
Total charge ... +1
2S+1 ... 1
Gap between HOMO and LUMO ... 7.121 eV
M ... 132.21 g/mol

Each line ends with the Mulliken charge.
Geometry (Å):
C1 0.20709 1.16747 0.67218  0.636
C2 -1.06757 0.41480 1.30258  -0.655
C3 -1.95363 0.18598 0.21691  0.106
C4 -1.79440 -0.83397 -0.81277  -0.735
C5 2.23859 0.82492 -0.69396  -0.888
N1 1.11270 0.28748 0.11319  -0.042
O1 0.11540 2.33953 0.31520  -0.513
S1 1.33187 -1.35325 0.63979  -0.174
H1 -0.52851 -0.52128 1.61741  0.297
H2 -1.49308 1.02708 2.23988  0.361
H3 -0.76730 -1.24921 -0.72101  0.247
H4 -2.76472 0.74377 0.02868  0.500
H5 -2.66038 -1.56746 -0.71651  0.374
H6 -2.08950 -0.32830 -1.75459  0.345
H7 2.53631 0.33716 -1.62048  0.317
H8 1.99654 1.90744 -0.82277  0.329
H9 3.19088 0.76109 -0.11376  0.328
H10 2.49133 -1.31875 1.16739  0.167

=====

ii | C5H10NOS | ωB97M-V with the def2-TZVPD basis set

## Properties
Total charge ... +1
SMILES string ... CC1=C(C)S[C@@H](O)[NH2+]1
2S+1 ... 1
Gap between HOMO and LUMO (alpha / beta) ... 8.019 / 8.021 eV
M ... 132.21 g/mol

Each line ends with the Mulliken charge.
Geometry (Å):
C1 -0.59973 -0.33194 0.03592  -0.068
C2 0.15988 1.16067 0.08364  0.604
C3 1.80921 -0.75717 -0.29854  -0.048
C4 -2.03724 -0.53627 -0.01294  -1.594
C5 -0.71642 2.32980 0.11706  -0.910
N1 0.46405 -1.33530 0.00336  0.048
O1 2.72298 -1.51281 0.41738  -0.507
S1 1.75366 1.06348 0.18622  -0.133
H1 2.11091 -0.81556 -1.38352  0.384
H2 -2.48190 -0.00612 0.79986  0.467
H3 -2.30305 -1.43546 0.34743  0.488
H4 -2.51353 -0.42460 -1.07950  0.259
H5 -1.12080 2.44230 -0.89920  0.295
H6 -0.19478 3.24630 0.51923  0.387
H7 -1.59861 1.91570 0.69951  0.208
H8 0.54104 -1.61008 0.93623  0.365
H9 0.33217 -2.06263 -0.67013  0.380
H10 3.67217 -1.33032 0.19800  0.375

=====

Which of them is most stable? Easy: i.

=====

i | C6H12N2 | ωB97M-V with the def2-TZVPD basis set

## Properties
Total charge ... +2
2S+1 ... 1
Gap between HOMO and LUMO ... 7.871 eV
M ... 112.18 g/mol

Each line ends with the Mulliken charge.
Geometry (Å):
C1 -0.85993 1.23634 0.69209  -0.194
C2 0.35787 0.57352 0.96399  0.094
C3 -1.01778 -0.04236 -1.29332  -0.200
C4 2.99525 -0.81315 0.30841  -1.043
C5 -2.94172 1.03777 -0.29777  -0.768
C6 1.60336 -1.38686 0.04230  -0.245
N1 -1.55438 0.78600 -0.38999  0.237
N2 0.58006 -0.47579 0.25273  -0.094
H1 -1.21553 2.12587 1.27087  0.431
H2 1.04568 0.72414 1.91467  0.376
H3 -1.46953 -1.11901 -1.65498  0.354
H4 -0.22192 0.21921 -2.09678  0.354
H5 3.29273 -0.17185 -0.60556  0.326
H6 3.09974 -0.16617 1.23715  0.369
H7 3.69032 -1.70966 0.37600  0.350
H8 -3.55415 1.47970 -1.11176  0.355
H9 -2.98404 1.68591 0.55978  0.278
H10 -3.69634 0.16504 -0.00176  0.375
H11 1.41373 -2.30218 0.79121  0.333
H12 1.43657 -1.84647 -0.95726  0.311

=====

ii | C6H12N2 | ωB97M-V with the def2-TZVPD basis set

## Properties
Total charge ... +2
SMILES string ... C[N+]1=CC/1=C/[NH+](C)C
2S+1 ... 1
Gap between HOMO and LUMO ... 8.346 eV
M ... 112.18 g/mol

Each line ends with the Mulliken charge.
Geometry (Å):
C1 -1.69815 2.26756 -0.05303  0.181
C2 -0.71178 1.30036 -0.06780  0.002
C3 0.67588 0.76098 -0.12647  -0.489
C4 -3.03419 0.08223 0.45733  -0.690
C5 1.72551 -0.89968 -1.48347  -0.855
C6 1.99498 -0.96152 1.03395  -0.918
N1 -2.11967 1.01945 0.01553  -0.003
N2 1.14700 -0.66578 -0.16216  0.121
H1 -2.03623 3.30204 0.10488  0.408
H2 1.46248 1.54454 -0.10066  0.404
H3 -3.02171 -0.78149 -0.20764  0.317
H4 -4.07051 0.60374 0.44899  0.342
H5 -2.89660 -0.04056 1.59315  0.377
H6 1.54556 -1.91836 -1.72037  0.435
H7 1.24988 -0.40774 -2.29554  0.387
H8 2.82354 -0.74230 -1.75945  0.332
H9 2.92758 -0.44293 1.15841  0.409
H10 1.47560 -0.72680 1.99544  0.365
H11 2.27773 -2.00342 1.13772  0.400
H12 0.28312 -1.29035 0.03119  0.474

=====

Which of them is most stable? Easy: ii.

=====

i | CH2BrN3 | ωB97M-V with the def2-TZVPD basis set

## Properties
2S+1 ... 1
Gap between HOMO and LUMO ... 10.195 eV
M ... 135.95 g/mol

Each line ends with the Mulliken charge.
Geometry (Å):
C1 1.52825 -0.87801 0.58409  0.494
N1 0.96115 -0.41140 1.62313  -0.523
N2 0.55109 -0.46235 -0.31325  -0.271
N3 0.04590 0.22136 0.79940  -0.047
Br1 2.97608 -1.92508 0.40968  -0.090
H1 0.61751 -0.25034 -1.29174  0.232
H2 -0.86573 -0.00339 0.96913  0.206

=====

ii | CH2BrN3 | ωB97M-V with the def2-TZVPD basis set

## Properties
2S+1 ... 1
Gap between HOMO and LUMO (alpha / beta) ... 8.668 / 4.826 eV
M ... 135.95 g/mol

Each line ends with the Mulliken charge.
Geometry (Å):
C1 -0.08592 0.32521 -0.93571  0.443
N1 0.66251 -0.45840 -0.40432  0.296
N2 -0.76908 1.22299 -1.48456  -0.579
N3 1.47334 -1.44230 0.01347  -0.676
Br1 -1.76919 -0.17094 2.55053  -0.005
H1 -1.29187 1.78669 -0.81182  0.269
H2 1.78021 -1.26325 1.07240  0.252

=====

Which of them is most stable? Easy: i.

=====

i | C23H35N3O7S | ωB97M-V with the def2-TZVPD basis set

## Properties
2S+1 ... 1
Gap between HOMO and LUMO ... 8.388 eV
M ... 497.61 g/mol

Each line ends with the Mulliken charge.
Geometry (Å):
C1 -1.06989 -0.25882 2.16925  -0.959
C2 -1.45112 -0.98014 0.82750  -0.984
H1 -1.65324 -1.93394 1.01816  1.114
O1 -2.75529 -0.37848 0.35577  -0.210
C3 -3.62590 -1.32452 -0.56060  0.308
O2 -4.05929 -2.44603 0.23051  -0.412
C4 -5.16234 -2.44287 1.27981  -0.274
C5 -4.72927 -1.66009 2.32738  -0.589
H2 -5.62031 -1.69411 3.01917  0.425
H3 -3.84391 -2.26612 2.89909  0.166
H4 -4.47437 -0.44417 2.32753  0.018
H5 -6.02693 -1.68470 0.56271  0.200
H6 -5.32607 -3.54580 1.14058  0.330
C6 -3.01464 -1.38134 -1.75435  -1.074
N1 -2.67983 -0.25842 -2.57744  -0.033
C7 -1.47375 0.18427 -2.31941  0.605
O3 -0.38577 -0.63106 -2.19043  -0.657
C8 -1.36995 1.68098 -2.57432  -1.161
N2 -1.56701 2.46072 -1.44521  0.354
C9 -3.00994 2.60267 -0.97626  0.611
O4 -3.92029 2.28734 -1.97027  -0.739
C10 -3.38575 3.17238 0.45547  -0.508
H7 -4.17620 3.80480 0.33594  0.454
O5 -2.30913 3.92130 1.03456  -0.404
C11 -0.99702 3.52270 0.46517  0.784
C12 0.05910 3.66195 1.64787  -0.862
C13 1.25807 2.92171 1.52920  -0.725
C14 1.57012 2.44500 0.42818  0.281
C15 0.51031 1.97613 -0.40015  -0.506
C16 -0.64910 2.51623 -0.33366  0.428
H8 0.87200 1.46294 -1.36736  -0.100
S1 3.15459 1.56954 0.16957  1.206
O6 4.02171 2.57678 -0.40594  -0.745
O7 3.59381 1.08608 1.59386  -0.716
N3 2.85307 0.23055 -0.68090  1.110
C17 2.34181 -0.64647 0.00728  -5.213
H9 1.73452 -0.46250 0.63214  3.103
C18 3.36007 -1.81102 0.73813  0.187
C19 2.68398 -3.02412 1.08839  -1.481
H10 1.95028 -2.66482 2.00509  0.253
H11 3.53686 -3.84284 1.58778  0.251
H12 1.95111 -3.50058 0.56587  0.438
C20 4.18213 -2.24861 -0.66341  -1.357
H13 5.02043 -3.01386 -0.31341  0.405
C21 4.80065 -0.91103 -1.42823  0.299
C22 6.07510 -0.34115 -0.46324  -1.332
H14 6.50778 0.40661 -0.95447  0.597
H15 6.79678 -1.13301 -0.05974  0.267
H16 5.45919 0.26750 0.30481  0.286
C23 3.65725 0.06016 -1.72046  -1.035
H17 4.23029 0.99452 -2.14965  0.458
H18 3.21622 -0.40032 -2.63082  0.365
H19 5.60985 -1.23514 -2.36679  0.254
H20 3.75951 -2.83209 -1.34110  0.472
H21 4.06096 -1.39357 1.36297  0.637
H22 1.67370 -1.24266 -0.53733  1.025
H23 1.99022 3.23761 2.19511  0.587
H24 -0.37057 4.28060 2.54123  0.310
H25 -3.42250 2.28583 0.94957  0.224
H26 -0.18905 2.03583 -2.66959  0.679
H27 -2.00917 1.98704 -3.47755  0.282
H28 -3.36117 0.43731 -2.44877  0.436
H29 -2.09312 -2.07505 -1.73327  0.351
H30 -3.92377 -2.04816 -2.27425  0.132
H31 -4.51872 -0.62009 -0.52105  0.307
H32 -0.80125 -0.98441 0.08194  0.420
H33 -0.20390 -0.83344 2.49747  0.398
H34 -0.85065 0.90783 1.99685  -0.025
H35 -2.01132 -0.38937 2.93749  0.286

=====

ii | C23H35N3O7S | ωB97M-V with the def2-TZVPD basis set

## Properties
SMILES string ... CCOC(CNC(=O)CN1C(=O)COc2ccc(S(=O)(=O)N3C[C@@H](C)C[C@H](C)C3)cc21)OCC
2S+1 ... 1
Gap between HOMO and LUMO ... 9.177 eV
M ... 497.61 g/mol

Each line ends with the Mulliken charge.
Geometry (Å):
C1 -0.99322 1.30963 2.53417  -0.254
C2 -0.18150 2.42965 3.17016  -0.475
H1 -0.85040 3.24697 3.45913  0.476
O1 0.45524 2.01027 4.37978  -0.494
C3 1.82456 1.75780 4.34138  0.150
O2 2.57054 2.87990 3.94112  -0.383
C4 2.50879 3.99093 4.82744  -0.345
C5 3.48851 3.87254 5.98949  -1.128
H2 4.49689 3.72037 5.61285  0.283
H3 3.46354 4.78604 6.57656  0.394
H4 3.22751 3.03838 6.63606  0.309
H5 2.76242 4.85581 4.20897  0.320
H6 1.48385 4.10576 5.19749  0.304
C6 2.27039 0.59215 3.43051  -0.829
N1 2.45692 1.02900 2.06844  0.050
C7 2.05961 0.33510 0.99085  0.843
O3 1.49135 -0.73621 1.03854  -0.681
C8 2.38224 1.05177 -0.32832  -1.831
N2 2.29656 0.15764 -1.46109  0.297
C9 3.45070 -0.40456 -1.91391  0.779
O4 4.53816 -0.14526 -1.44688  -0.650
C10 3.25977 -1.40805 -3.04073  -0.533
H7 4.18135 -1.47611 -3.62159  0.316
O5 2.23092 -1.07413 -3.94786  -0.525
C11 1.06918 -0.67733 -3.36086  0.439
C12 -0.11501 -0.79605 -4.07629  -0.775
C13 -1.31566 -0.41759 -3.49875  -0.457
C14 -1.31887 0.05008 -2.20000  -0.298
C15 -0.14462 0.22682 -1.49376  -0.370
C16 1.06890 -0.11123 -2.07483  0.476
H8 -0.20289 0.63718 -0.50132  0.409
S1 -2.86439 0.44195 -1.37650  1.175
O6 -2.55400 1.44415 -0.39328  -0.698
O7 -3.86224 0.72612 -2.36556  -0.776
N3 -3.33004 -0.91474 -0.57600  0.249
C17 -2.49396 -1.42236 0.47920  -0.332
H9 -1.77146 -0.64854 0.72522  -0.716
C18 -1.80163 -2.72066 0.05841  1.916
C19 -0.90607 -3.23932 1.17740  -1.764
H10 -1.47862 -3.38327 2.09119  0.386
H11 -0.10552 -2.53046 1.37109  0.265
H12 -0.46200 -4.19158 0.89680  0.446
C20 -2.88553 -3.73146 -0.32301  -1.542
H13 -2.42588 -4.67123 -0.63635  0.436
C21 -3.79306 -3.20883 -1.44504  0.908
C22 -3.08335 -3.22109 -2.79581  -1.490
H14 -2.19154 -2.60186 -2.77812  0.117
H15 -3.74547 -2.84525 -3.57233  0.421
H16 -2.79199 -4.23685 -3.05629  0.435
C23 -4.33264 -1.81559 -1.07968  -1.394
H17 -4.78288 -1.32730 -1.94412  0.533
H18 -5.10330 -1.92773 -0.30463  0.385
H19 -4.66083 -3.87448 -1.52203  0.312
H20 -3.49357 -3.93731 0.56173  0.329
H21 -1.17599 -2.51197 -0.81521  -0.324
H22 -3.11454 -1.60861 1.36540  0.652
H23 -2.24591 -0.47640 -4.03907  0.616
H24 -0.07073 -1.18492 -5.08060  0.508
H25 3.05660 -2.38910 -2.58107  0.234
H26 1.69621 1.89152 -0.46854  0.381
H27 3.41297 1.41723 -0.29638  0.582
H28 2.94310 1.90776 1.97334  0.257
H29 3.21733 0.20368 3.82216  0.461
H30 1.52542 -0.20451 3.44816  0.291
H31 2.05370 1.48063 5.38296  0.328
H32 0.56651 2.82584 2.47649  0.242
H33 -1.71301 0.93072 3.25492  0.364
H34 -1.53203 1.68465 1.66638  0.270
H35 -0.35243 0.48722 2.22901  -0.278

=====

Which of them is most stable? Easy: ii.

=====

i | C3H3FNO2 | ωB97M-V with the def2-TZVPD basis set

## Properties
Total charge ... -1
2S+1 ... 1
Gap between HOMO and LUMO ... 6.794 eV
M ... 104.06 g/mol

Each line ends with the Mulliken charge.
Geometry (Å):
C1 2.84499 0.25275 -0.16909  0.731
C2 -0.95741 0.33311 0.67833  -0.627
C3 -1.26698 -0.33566 -0.58368  0.110
N1 -0.03226 -0.29326 -0.28421  -0.562
O1 2.48332 0.88153 0.71399  -0.355
O2 3.26495 -0.25878 -1.10796  -0.401
F1 -1.92765 -1.88336 -0.16514  -0.622
H1 -1.10685 1.37601 0.58136  0.195
H2 -1.42373 -0.11234 1.65607  0.171
H3 -1.87839 0.04001 -1.31966  0.359

=====

ii | C3H3FNO2 | ωB97M-V with the def2-TZVPD basis set

## Properties
Total charge ... -1
2S+1 ... 1
Gap between HOMO and LUMO ... 6.790 eV
M ... 104.06 g/mol

Each line ends with the Mulliken charge.
Geometry (Å):
C1 -1.22395 1.10327 -0.78371  0.493
C2 0.87390 -0.59936 -0.04391  -0.348
C3 -0.87829 0.33506 0.28025  -0.169
N1 1.24246 -1.86681 0.20765  -0.600
O1 -0.46850 1.78839 0.19090  -0.449
O2 -1.86481 1.41491 -1.74915  -0.607
F1 1.87721 -2.03295 1.43938  -0.221
H1 0.80344 -0.37615 -1.11027  0.291
H2 1.28391 0.16882 0.50468  0.391
H3 -1.64539 0.06481 1.06418  0.220

=====

Which of them is most stable? Easy: i.